Record 1
DFT (ωB97M-V with the def2-TZVPD basis set) results for a cluster of 2 separate species, C4H12 in total.

Its HOMO energy is -11.70 eV. The value obtained for the orbital gap is 12.759 eV. For the energy above the lowest of the compared OMol25 structures with the same formula, charge and spin, the calculation gives 24.60 kJ/mol. The value obtained for the total energy is -4342.2733 eV. The SMILES is CC.CC. Its LUMO energy is 0.0388 Eh. The molecular weight is 60.14 g/mol.

ORCA input file:
```
! wB97M-V def2-TZVPD RIJCOSX def2/J DEFGRID3
* xyz 0 1
C 1.561 -0.925 1.616
C 2.834 -1.015 0.756
H 1.780 -1.250 2.624
H 1.120 0.076 1.633
H 0.760 -1.529 1.176
H 2.998 -0.129 0.156
H 2.785 -1.879 0.093
H 3.670 -1.203 1.418
C -1.820 1.577 -1.489
C -2.574 0.394 -0.870
H -1.383 2.257 -0.770
H -0.971 1.187 -2.048
H -2.435 2.096 -2.209
H -3.192 -0.039 -1.652
H -3.221 0.702 -0.044
H -1.913 -0.320 -0.389
*
```

=====

Record 2
DFT (ωB97M-V with the def2-TZVPD basis set) results for a structure of composition CH2O4 at a distorted geometry.

Its HOMO energy (alpha / beta) is -8.26 / -10.66 eV. The value obtained for the orbital gap (alpha / beta) is 8.604 / 8.002 eV. For the energy above the lowest of the compared OMol25 structures with the same formula, charge and spin, the calculation gives 414.54 kJ/mol. The value obtained for the total energy is -9250.0806 eV. Its LUMO energy (alpha / beta) is 0.0126 / -0.0977 Eh. As for the expectation value of S²: 2.020. The molecular weight is 78.02 g/mol.

ORCA input file:
```
! wB97M-V def2-TZVPD RIJCOSX def2/J DEFGRID3
* xyz 0 3
C -1.217 0.120 0.058
O -2.108 -0.170 -0.808
O -2.153 -0.685 0.559
O -0.824 1.318 0.146
O 0.398 -0.825 -0.018
H -0.087 1.502 0.847
H 0.222 -1.822 0.273
*
```

=====

Record 3
DFT (ωB97M-V with the def2-TZVPD basis set) results for the molecule C2H3NO2S at a distorted geometry.

Its HOMO energy is -10.04 eV. The value obtained for the orbital gap is 9.723 eV. For the energy above the lowest of the compared OMol25 structures with the same formula, charge and spin, the calculation gives 285.21 kJ/mol. The value obtained for the total energy is -18540.4966 eV. The SMILES is O=C(O)/C=N\S. Its LUMO energy is -0.0118 Eh. The molecular weight is 105.12 g/mol.

ORCA input file:
```
! wB97M-V def2-TZVPD RIJCOSX def2/J DEFGRID3
* xyz 0 1
O -2.458 -0.323 -0.399
C -1.262 -0.312 0.049
O -0.619 -1.503 0.085
C -0.395 1.059 0.044
N 0.865 0.907 -0.038
S 1.838 -0.630 -0.205
H 0.108 -1.305 0.693
H -1.003 1.871 0.097
H 2.926 0.235 -0.326
*
```

=====

Record 4
DFT (ωB97M-V with the def2-TZVPD basis set) results for a cluster of 2 separate species, C3H11NO2 in total.

Its HOMO energy is -9.48 eV. The value obtained for the orbital gap is 10.234 eV. For the energy above the lowest of the compared OMol25 structures with the same formula, charge and spin, the calculation gives 55.48 kJ/mol. The value obtained for the total energy is -8873.9145 eV. The SMILES is CCNCO.O. Its LUMO energy is 0.0275 Eh. The molecular weight is 93.13 g/mol.

ORCA input file:
```
! wB97M-V def2-TZVPD RIJCOSX def2/J DEFGRID3
* xyz 0 1
C 1.846 -0.690 0.203
C 0.949 0.489 -0.192
N -0.388 0.058 -0.590
C -1.366 1.035 -0.942
O -1.223 1.718 -2.193
H 1.608 -1.191 1.135
H 1.853 -1.407 -0.618
H 2.878 -0.341 0.225
H 1.488 0.994 -1.001
H 0.860 1.172 0.651
H -0.286 -0.628 -1.331
H -2.317 0.491 -0.992
H -1.359 1.810 -0.169
H -0.436 1.389 -2.640
O -1.322 -2.012 2.960
H -0.664 -1.349 2.772
H -2.121 -1.536 2.721
*
```

=====

Record 5
DFT (ωB97M-V with the def2-TZVPD basis set) results for a cluster of 2 separate species, C7H15O5 in total at a distorted geometry.

Its HOMO energy (alpha / beta) is -6.97 / -9.72 eV. The value obtained for the orbital gap (alpha / beta) is 7.751 / 10.502 eV. For the energy above the lowest of the compared OMol25 structures with the same formula, charge and spin, the calculation gives 0.00 kJ/mol. The value obtained for the total energy is -17735.1439 eV. Its LUMO energy (alpha / beta) is 0.0288 / 0.0286 Eh. As for the expectation value of S²: 0.752. The molecular weight is 179.19 g/mol.

ORCA input file:
```
! wB97M-V def2-TZVPD RIJCOSX def2/J DEFGRID3
* xyz 0 2
O 1.090 -1.398 1.805
C 2.285 -1.354 1.636
C 2.922 -1.283 0.270
O 2.080 -0.814 -0.732
C 1.963 0.594 -0.776
C 1.060 1.010 -1.918
O -0.311 0.968 -1.606
C -0.938 -0.277 -1.691
H 3.250 -2.304 0.013
H 2.975 -1.120 2.478
H 3.850 -0.685 0.370
H 2.961 1.040 -0.939
H 1.573 0.985 0.178
H 1.294 2.056 -2.163
H 1.263 0.399 -2.815
H -1.144 -0.535 -2.741
H -0.401 -1.115 -1.225
H -1.981 -0.213 -0.981
O -4.450 -0.558 0.387
C -1.535 0.883 1.787
O -2.640 0.028 1.582
C -3.458 0.365 0.541
H -1.092 0.566 2.737
H -0.848 0.885 0.930
H -1.862 1.924 1.943
H -3.854 1.390 0.577
H -4.053 -1.438 0.352
*
```

=====

Record 6
DFT (ωB97M-V with the def2-TZVPD basis set) results for a structure of composition C19H20BN8OPdS4.

Its HOMO energy (alpha / beta) is -7.93 / -8.79 eV. The value obtained for the orbital gap (alpha / beta) is 7.695 / 6.497 eV. For the energy above the lowest of the compared OMol25 structures with the same formula, charge and spin, the calculation gives 10.29 kJ/mol. The value obtained for the total energy is -81497.5875 eV. Its LUMO energy (alpha / beta) is -0.0088 / -0.0844 Eh. As for the expectation value of S²: 0.761. The molecular weight is 621.92 g/mol.

ORCA input file:
```
! wB97M-V def2-TZVPD RIJCOSX def2/J DEFGRID3
* xyz 0 2
Pd 0.533 -1.053 1.499
C -0.557 -4.212 0.379
C -0.800 -3.035 -0.505
C -1.419 -3.009 -1.757
C -1.427 -1.682 -2.129
N -0.847 -0.962 -1.160
N -0.446 -1.795 -0.168
B -0.587 0.570 -1.049
N 0.911 0.849 -1.169
C 1.666 0.976 -2.282
C 2.983 0.996 -1.899
C 2.951 0.851 -0.498
C 4.088 0.760 0.466
N 1.698 0.760 -0.074
N -1.156 1.026 0.335
C -2.130 1.931 0.523
C -2.518 1.897 1.844
C -1.725 0.905 2.432
C -1.729 0.429 3.846
N -0.912 0.399 1.508
N -1.324 1.353 -2.123
C -1.029 2.617 -2.522
C -2.116 3.114 -3.191
C -3.069 2.071 -3.145
C -4.442 2.040 -3.731
N -2.591 1.028 -2.490
H 0.398 -4.688 0.153
H -1.343 -4.951 0.230
H -0.549 -3.919 1.428
H -1.825 -3.845 -2.299
H -1.840 -1.194 -2.993
H 1.213 1.044 -3.257
H 3.846 1.103 -2.534
H 4.467 -0.265 0.520
H 3.760 1.057 1.461
H 4.915 1.402 0.164
H -2.492 2.526 -0.298
H -3.276 2.491 2.321
H -2.705 0.615 4.292
H -0.981 0.952 4.443
H -1.518 -0.638 3.901
H -0.080 3.068 -2.285
H -2.214 4.082 -3.652
H -5.039 2.881 -3.376
H -4.942 1.116 -3.448
H -4.407 2.097 -4.820
O 6.390 -2.112 4.708
C 5.338 -1.953 4.170
S 4.780 -2.936 2.791
C 3.252 -2.133 2.583
C 2.961 -1.088 3.456
S 1.527 -0.210 3.381
S 4.163 -0.702 4.653
S 2.195 -2.623 1.368
*
```

=====

> Among the records above, which one has the lowest energy above the lowest of the compared OMol25 structures with the same formula, charge and spin?

C7H15O5

=====

> The highest energy above the lowest of the compared OMol25 structures with the same formula, charge and spin belongs to which entry?

CH2O4